[1]
Here is C5H8N2 as an isolated structure in a non-equilibrium geometry from the Open Molecules 2025 dataset. Energies are from ωB97M-V/def2-TZVPD.

Geometry as XYZ:
```
15
C5H8N2, DFT ωB97M-V/def2-TZVPD
C -1.32 -0.89 -0.21
C -1.56 0.50 -0.56
C 1.84 0.76 -0.05
C 1.39 -0.70 0.51
C -0.03 -0.25 0.33
H -1.91 -1.27 0.55
H -1.24 -1.42 -1.11
H -2.30 0.66 -1.40
H -1.90 1.31 0.25
H 2.91 1.13 0.33
H 1.73 -0.55 1.59
H 1.84 -1.55 -0.21
H -0.36 0.10 1.35
N -0.13 0.73 -0.67
N 1.04 1.44 -0.72
```

Values from the calculation:
spin multiplicity	1
M	96.13	g/mol
HOMO energy	-7.90	eV
net charge	0
energy relative to the best compared isomer or geometry (same formula, charge and spin)	122.3	kcal per mole
LUMO	1.1393	eV
max |F|	7.69	eV/Å

[2]
Here is one molecule with the formula C5H8N2 from the Open Molecules 2025 dataset. Energies are from ωB97M-V/def2-TZVPD.

Geometry as XYZ:
```
15
C5H8N2, DFT ωB97M-V/def2-TZVPD
C -2.57 -0.12 -0.60
N -1.30 -0.26 -0.15
C -0.89 -0.69 1.04
N 0.49 -0.53 1.17
C 0.93 -0.01 -0.03
C 2.35 0.43 -0.19
C -0.13 0.07 -0.87
H -2.68 0.47 -1.50
H -3.30 -0.01 0.20
H 0.81 -0.09 2.01
H -1.54 -1.11 1.80
H 2.57 1.25 0.51
H 3.05 -0.38 0.02
H 2.53 0.81 -1.20
H -0.17 0.31 -1.92
```

Values from the calculation:
spin multiplicity	1
M	96.13	g/mol
HOMO energy (spin up / spin down)	-5.92 / -5.92	eV
net charge	0
energy relative to the best compared isomer or geometry (same formula, charge and spin)	62.5	kcal per mole
LUMO (spin up / spin down)	0.8344 / 0.8345	eV
max |F|	0.51	eV/Å

[3]
Here is one molecule with the formula C5H8N2 in a non-equilibrium geometry from the Open Molecules 2025 dataset. Energies are from ωB97M-V/def2-TZVPD.

Geometry as XYZ:
```
15
C5H8N2, DFT ωB97M-V/def2-TZVPD
C -1.39 -1.07 0.40
N -0.31 -0.49 -0.07
C 0.91 -1.11 0.36
C 1.91 -0.06 0.22
C 1.29 1.05 -0.27
C -0.09 0.77 -0.42
N -1.04 1.58 -0.87
H -2.17 -0.37 0.73
H -1.98 -1.96 0.20
H 0.47 -1.56 1.37
H 1.09 -2.05 -0.18
H 2.96 -0.19 0.44
H 1.72 2.02 -0.48
H -1.93 1.14 -1.17
H -1.44 2.32 -0.28
```

Values from the calculation:
spin multiplicity	1
M	96.13	g/mol
HOMO energy (spin up / spin down)	-6.51 / -5.76	eV
net charge	0
energy relative to the best compared isomer or geometry (same formula, charge and spin)	98.3	kcal per mole
LUMO (spin up / spin down)	0.7507 / 0.4585	eV
max |F|	5.41	eV/Å

[4]
Here is one molecule with the formula C5H8N2 from the Open Molecules 2025 dataset. Energies are from ωB97M-V/def2-TZVPD.

Geometry as XYZ:
```
15
C5H8N2, DFT ωB97M-V/def2-TZVPD
C -1.36 -1.25 0.52
N -0.24 -0.59 -0.22
C 0.96 -1.12 0.35
C 1.90 -0.02 0.28
C 1.28 1.07 -0.26
C -0.08 0.68 -0.52
N -1.12 1.46 -0.89
H -1.86 -0.48 1.13
H -2.08 -1.72 -0.16
H 0.11 -1.58 1.22
H 1.29 -2.06 -0.11
H 2.94 -0.07 0.58
H 1.69 2.07 -0.42
H -2.04 1.05 -0.72
H -1.05 2.46 -0.75
```

Values from the calculation:
spin multiplicity	1
M	96.13	g/mol
HOMO energy	-6.80	eV
net charge	0
energy relative to the best compared isomer or geometry (same formula, charge and spin)	94.6	kcal per mole
LUMO	0.6320	eV
max |F|	0.41	eV/Å

[5]
Here is one molecule with the formula C5H8N2 in a non-equilibrium geometry from the Open Molecules 2025 dataset. Energies are from ωB97M-V/def2-TZVPD.

Geometry as XYZ:
```
15
C5H8N2, DFT ωB97M-V/def2-TZVPD
C 1.14 -0.62 0.82
C 0.11 0.24 0.13
C 0.07 0.10 -1.39
C -0.65 -1.12 -1.78
N -1.24 -2.08 -2.04
C -1.15 0.58 0.81
N -0.13 1.61 0.59
H 1.00 -1.68 0.55
H 2.15 -0.33 0.51
H 1.07 -0.53 1.91
H 1.08 0.08 -1.81
H -0.44 0.98 -1.82
H -1.31 0.19 1.82
H -2.06 0.72 0.23
H 0.39 1.79 1.45
```

Values from the calculation:
spin multiplicity	1
M	96.13	g/mol
HOMO energy	-10.00	eV
net charge	0
energy relative to the best compared isomer or geometry (same formula, charge and spin)	28.5	kcal per mole
LUMO	0.8594	eV
SMILES string	C[C@@]1(CC#N)CN1
max |F|	1.12	eV/Å

[6]
Here is one molecule with the formula C5H8N2 from the Open Molecules 2025 dataset. Energies are from ωB97M-V/def2-TZVPD.

Geometry as XYZ:
```
15
C5H8N2, DFT ωB97M-V/def2-TZVPD
C -1.84 0.16 -0.95
N -0.67 0.76 -0.33
C 0.48 0.77 -1.09
C 1.50 0.18 -0.41
C 0.95 -0.27 0.84
N 1.66 -1.00 1.82
C -0.34 0.14 0.88
H -1.66 -0.92 -1.03
H -2.72 0.31 -0.33
H -2.01 0.56 -1.95
H 0.45 1.18 -2.10
H 2.52 0.06 -0.75
H 2.22 -1.71 1.36
H 1.01 -1.48 2.43
H -1.12 -0.03 1.61
```

Values from the calculation:
spin multiplicity	1
M	96.13	g/mol
HOMO energy	-7.75	eV
net charge	0
energy relative to the best compared isomer or geometry (same formula, charge and spin)	20.2	kcal per mole
LUMO	1.0637	eV
SMILES string	Cn1ccc(N)c1
max |F|	0.28	eV/Å

[7]
Here is one molecule with the formula C5H8N2 from the Open Molecules 2025 dataset. Energies are from ωB97M-V/def2-TZVPD.

Geometry as XYZ:
```
15
C5H8N2, DFT ωB97M-V/def2-TZVPD
C -2.37 0.09 -0.18
N -0.94 -0.04 0.05
C -0.38 -0.84 0.96
N 0.94 -0.70 0.83
C 1.29 0.20 -0.19
C 2.69 0.29 -0.40
C 0.05 0.63 -0.66
H -2.59 -0.18 -1.22
H -2.91 -0.59 0.48
H -2.71 1.11 0.01
H -0.92 -1.50 1.62
H 3.22 0.88 0.35
H 1.78 -1.19 1.12
H 3.04 0.45 -1.41
H -0.21 1.39 -1.37
```

Values from the calculation:
spin multiplicity	1
M	96.13	g/mol
HOMO energy	-5.71	eV
net charge	0
energy relative to the best compared isomer or geometry (same formula, charge and spin)	68.6	kcal per mole
LUMO	0.5489	eV
max |F|	0.91	eV/Å

[8]
Here is C5H8N2 as an isolated structure in a non-equilibrium geometry from the Open Molecules 2025 dataset. Energies are from ωB97M-V/def2-TZVPD.

Geometry as XYZ:
```
15
C5H8N2, DFT ωB97M-V/def2-TZVPD
C -0.82 2.06 -1.14
C 0.10 0.89 -0.73
C 0.26 0.52 0.56
C 0.43 -0.85 0.87
N 0.64 -1.42 2.15
C 0.46 -1.57 -0.29
N 0.15 -0.89 -1.41
H -1.81 1.65 -1.33
H -1.00 2.84 -0.36
H -0.47 2.61 -2.01
H 0.47 1.42 1.13
H 0.18 -2.32 2.20
H 0.24 -0.84 2.87
H 0.78 -2.62 -0.29
H 0.36 -1.48 -2.24
```

Values from the calculation:
spin multiplicity	1
M	96.13	g/mol
HOMO energy	-6.88	eV
net charge	0
energy relative to the best compared isomer or geometry (same formula, charge and spin)	77.6	kcal per mole
LUMO	0.9470	eV
max |F|	2.41	eV/Å

[9]
Here is one molecule with the formula C5H8N2 in a non-equilibrium geometry from the Open Molecules 2025 dataset. Energies are from ωB97M-V/def2-TZVPD.

Geometry as XYZ:
```
15
C5H8N2, DFT ωB97M-V/def2-TZVPD
C 0.99 0.18 2.47
C 1.38 0.01 0.99
C 0.26 0.08 0.02
C -1.08 -0.10 0.20
N -1.64 -0.21 -1.04
C -0.59 -0.14 -1.94
N 0.54 0.13 -1.35
H 1.91 0.42 3.01
H 0.13 0.83 2.55
H 0.73 -0.78 2.91
H 2.01 -0.87 0.82
H 2.08 0.80 0.70
H -1.65 -0.29 1.09
H -2.60 -0.23 -1.33
H -0.84 0.13 -2.96
```

Values from the calculation:
spin multiplicity	1
M	96.13	g/mol
HOMO energy	-8.59	eV
net charge	0
energy relative to the best compared isomer or geometry (same formula, charge and spin)	8.3	kcal per mole
LUMO	0.9353	eV
SMILES string	CCc1c[nH]cn1
max |F|	2.31	eV/Å

[10]
Here is one molecule with the formula C5H8N2 from the Open Molecules 2025 dataset. Energies are from ωB97M-V/def2-TZVPD.

Geometry as XYZ:
```
15
C5H8N2, DFT ωB97M-V/def2-TZVPD
C -2.66 -0.14 -0.06
N -1.43 0.17 0.20
C -0.30 -0.72 -0.19
C 0.88 0.17 0.06
C 2.29 -0.17 -0.30
C 0.37 1.24 0.69
N -1.01 1.26 0.83
H -0.45 -1.08 -1.21
H -2.84 -0.97 -0.74
H -3.46 0.46 0.35
H -0.32 -1.58 0.49
H 2.97 0.62 0.04
H 2.43 -0.28 -1.38
H 2.62 -1.10 0.17
H 0.92 2.10 1.06
```

Values from the calculation:
spin multiplicity	1
M	96.13	g/mol
HOMO energy (spin up / spin down)	-6.88 / -6.88	eV
net charge	0
energy relative to the best compared isomer or geometry (same formula, charge and spin)	62.2	kcal per mole
LUMO (spin up / spin down)	0.7035 / 0.7047	eV
max |F|	0.31	eV/Å

[11]
Here is C5H8N2 as an isolated structure in a non-equilibrium geometry from the Open Molecules 2025 dataset. Energies are from ωB97M-V/def2-TZVPD.

Geometry as XYZ:
```
15
C5H8N2, DFT ωB97M-V/def2-TZVPD
C -1.65 -1.22 0.39
C -0.74 -0.52 -0.66
C -0.34 0.89 -0.23
N 0.79 0.59 0.67
C 2.20 0.92 0.41
C 1.53 -0.28 -0.10
N 1.05 -1.03 -1.01
H -1.41 -0.95 1.42
H -1.58 -2.30 0.28
H -2.73 -0.98 0.27
H -1.21 -0.61 -1.65
H -0.07 1.48 -1.12
H -1.08 1.43 0.36
H 2.44 1.67 -0.34
H 2.80 0.92 1.32
```

Values from the calculation:
spin multiplicity	1
M	96.13	g/mol
HOMO energy	-9.15	eV
net charge	0
energy relative to the best compared isomer or geometry (same formula, charge and spin)	95.5	kcal per mole
LUMO	0.9867	eV
max |F|	2.53	eV/Å

[12]
Here is one molecule with the formula C5H8N2 in a non-equilibrium geometry from the Open Molecules 2025 dataset. Energies are from ωB97M-V/def2-TZVPD.

Geometry as XYZ:
```
15
C5H8N2, DFT ωB97M-V/def2-TZVPD
C -0.09 -0.49 1.76
C 0.39 0.13 0.47
C 0.33 -0.60 -0.87
C 1.00 -1.80 -0.41
N 1.96 -2.14 0.15
N -0.76 0.23 -0.43
C -1.07 1.37 -1.28
H -0.86 -1.25 1.59
H 0.74 -0.92 2.33
H -0.54 0.31 2.35
H 1.50 0.30 0.51
H 0.91 -0.14 -1.67
H -0.17 1.86 -1.68
H -1.63 2.10 -0.69
H -1.70 1.05 -2.12
```

Values from the calculation:
spin multiplicity	1
M	96.13	g/mol
HOMO energy	-9.13	eV
net charge	0
energy relative to the best compared isomer or geometry (same formula, charge and spin)	104.2	kcal per mole
LUMO	0.8336	eV
SMILES string	C[C@H]1[C@@H](C#N)N1C
max |F|	2.58	eV/Å